Record 1
Computed, not measured: a cluster of 2 separate species, C4H8NS in total, with wB97M-V/def2-TZVPD.

```
14
Properties=species:S:1:pos:R:3:lowdin_charge:R:1
C -2.306 -1.469 -0.819 0.099
C -2.330 -1.177 0.350 0.041
C 1.616 -0.153 -0.271 -0.462
C 0.995 0.860 0.265 -0.164
N -0.492 0.989 0.312 0.190
S 3.350 -0.598 -0.257 0.849
H -2.459 -1.871 -1.780 0.053
H 3.902 0.513 -0.053 -0.180
H -2.329 -1.250 1.307 -0.004
H 1.034 -0.889 -0.832 0.078
H 1.461 1.793 0.602 0.137
H -1.183 0.262 -0.089 0.102
H -0.607 1.931 0.019 0.151
H -0.654 1.059 1.246 0.109
```

The largest force on an atom is 6.3 eV/A. For the gap between HOMO and LUMO, the calculation gives 9.8 eV. The LUMO energy comes out at -0.1213 Eh. The net charge is +1. The value obtained for the molecular weight is 102.18 g mol⁻¹.

=====

Record 2
Computed, not measured: a cluster of 2 separate species, C4H8NS in total, with wB97M-V/def2-TZVPD.

```
14
Properties=species:S:1:pos:R:3:lowdin_charge:R:1
C 3.882 0.697 0.081 0.144
C 0.609 -0.081 0.072 -0.171
C -3.422 0.338 0.147 -0.129
C -2.037 -0.278 -0.047 -0.487
N 4.631 -0.264 0.037 0.077
S -0.677 0.963 -0.129 0.991
H -3.664 0.533 1.195 0.081
H -3.384 1.334 -0.374 0.083
H -4.132 -0.367 -0.356 0.103
H -1.983 -0.761 -0.967 0.048
H -1.625 -1.107 0.629 0.111
H 4.604 -1.258 0.004 0.134
H 1.682 0.162 -0.091 -0.085
H 5.517 0.090 -0.202 0.101
```

The largest force on an atom is 4.3 eV/A. For the gap between HOMO and LUMO (alpha / beta), the calculation gives 8.9 / 4.6 eV. The LUMO energy (alpha / beta) comes out at -0.1944 / -0.2583 Eh. The net charge is +1. The value obtained for the molecular weight is 102.18 g mol⁻¹.

=====

Record 3
Computed, not measured: the ion C4H8NS with charge +1, with wB97M-V/def2-TZVPD.

```
14
Properties=species:S:1:pos:R:3:lowdin_charge:R:1
C 0.391 2.129 0.698 0.072
C 0.183 -0.570 -1.586 -0.239
C -0.472 0.522 -0.828 -0.419
C -0.148 -1.607 1.114 -0.253
N 0.223 0.963 0.256 -0.059
S -1.041 -1.268 -0.439 1.152
H 0.935 2.223 1.627 0.094
H 0.056 3.044 0.215 0.101
H -0.081 -0.687 -2.631 0.106
H 1.220 -0.784 -1.359 0.114
H -1.273 1.103 -1.285 0.146
H -0.274 -2.674 1.291 0.061
H -0.622 -1.040 1.907 0.064
H 0.902 -1.356 1.022 0.061
```

The largest force on an atom is 1.3 eV/A. For the gap between HOMO and LUMO, the calculation gives 10.2 eV. The LUMO energy comes out at -0.1571 Eh. The net charge is +1. The value obtained for the molecular weight is 102.18 g mol⁻¹.

=====

Record 4
Computed, not measured: the ion C4H8NS with charge +1, with wB97M-V/def2-TZVPD.

```
14
Properties=species:S:1:pos:R:3:lowdin_charge:R:1
C 0.375 -1.202 0.102 -0.199
C 0.815 0.013 0.911 -0.088
C -0.895 -0.957 -0.588 -0.346
C -0.949 0.871 -0.689 -0.392
N 0.328 1.145 0.043 0.004
S -2.107 -0.004 0.366 0.941
H 1.141 -1.315 -0.578 0.108
H 0.256 -2.012 0.683 0.099
H 0.252 -0.128 1.781 0.105
H 1.906 0.092 1.109 0.163
H -1.075 -1.463 -1.416 0.059
H -1.223 1.435 -1.708 0.170
H 0.179 2.046 0.602 0.212
H 0.996 1.478 -0.617 0.163
```

The largest force on an atom is 6.5 eV/A. For the gap between HOMO and LUMO (alpha / beta), the calculation gives 5.9 / 7.0 eV. Its multiplicity is 3. The LUMO energy (alpha / beta) comes out at -0.1259 / -0.2669 Eh. The net charge is +1. The value obtained for the molecular weight is 102.18 g mol⁻¹.

=====

Record 5
Computed, not measured: a cluster of 2 separate species, C4H8NS2 in total, with wB97M-V/def2-TZVPD.

```
15
Properties=species:S:1:pos:R:3:lowdin_charge:R:1
C 1.244 -1.380 1.014 -0.161
C 1.629 -1.360 -0.246 -0.388
C 0.180 0.564 0.275 -0.791
C -2.430 0.462 -1.829 0.104
N 0.447 -0.254 1.463 -0.060
S 1.282 0.081 -1.085 1.000
S 0.127 2.279 0.898 0.798
H 1.418 -2.168 1.736 0.138
H 2.320 -2.091 -0.776 0.133
H -3.203 0.956 -2.421 0.008
H -1.823 -0.183 -2.258 -0.086
H -2.434 0.596 -0.726 -0.007
H -0.440 -0.613 1.955 0.228
H 1.016 0.247 2.200 0.179
H 0.667 2.864 -0.198 -0.096
```

The largest force on an atom is 5.2 eV/A. For the gap between HOMO and LUMO (alpha / beta), the calculation gives 9.1 / 6.2 eV. The LUMO energy (alpha / beta) comes out at -0.1350 / -0.2060 Eh. The net charge is +1. The value obtained for the molecular weight is 134.25 g mol⁻¹.

=====

Record 6
Computed, not measured: the ion C4H8NS2 with charge +1, with wB97M-V/def2-TZVPD.

```
15
Properties=species:S:1:pos:R:3:lowdin_charge:R:1
C 0.667 1.097 0.551 -0.198
C 1.799 1.509 0.010 -0.455
C 0.417 -0.363 0.654 -0.503
C -1.941 -0.503 -0.232 -0.018
N -0.543 -0.809 -0.507 -0.049
S 3.057 0.372 -0.333 0.647
S 1.961 -1.280 0.141 0.619
H -0.124 1.699 0.987 0.127
H 2.037 2.487 -0.258 0.068
H 0.119 -0.795 1.576 0.108
H -2.066 -0.515 0.757 0.050
H -2.348 0.527 -0.616 0.165
H -2.601 -1.216 -0.632 0.091
H -0.314 -0.362 -1.375 0.150
H -0.121 -1.851 -0.724 0.200
```

The largest force on an atom is 4.0 eV/A. For the gap between HOMO and LUMO, the calculation gives 8.8 eV. The SMILES is C[NH2+][C@@H]1C=CSS1. The LUMO energy comes out at -0.1363 Eh. The net charge is +1. The value obtained for the molecular weight is 134.25 g mol⁻¹.

=====

Record 7
Computed, not measured: a structure of composition C4H8O, with wB97M-V/def2-TZVPD.

```
13
Properties=species:S:1:pos:R:3:lowdin_charge:R:1
C -0.707 0.157 -0.703 -0.418
C -0.005 -0.031 0.550 -0.434
C -0.274 -1.329 1.343 -0.147
C 1.218 0.777 0.696 -0.212
O -0.431 0.417 -2.035 -0.210
H -1.779 0.145 -0.663 0.055
H 0.052 1.042 -1.151 0.083
H -0.381 -1.090 2.371 0.016
H 0.576 -2.067 1.207 0.052
H -1.225 -1.733 0.921 0.058
H 2.171 0.176 0.387 0.071
H 1.417 1.059 1.784 0.057
H 1.221 1.682 0.108 0.029
```

The largest force on an atom is 4.0 eV/A. For the gap between HOMO and LUMO (alpha / beta), the calculation gives 4.4 / 5.9 eV. Its multiplicity is 2. The LUMO energy (alpha / beta) comes out at 0.1645 / 0.1603 Eh. The net charge is -1. The value obtained for the molecular weight is 72.11 g mol⁻¹.

=====

Record 8
Computed, not measured: the molecule C4H8O, with wB97M-V/def2-TZVPD.

```
13
Properties=species:S:1:pos:R:3:lowdin_charge:R:1
C -2.382 -0.135 -0.098 -0.124
C -0.952 -0.251 0.240 -0.181
C -0.004 0.729 0.063 -0.107
C 1.489 0.572 0.021 -0.290
H -2.902 -0.419 0.801 0.066
H -2.792 0.853 -0.458 0.097
H -2.585 -0.825 -0.897 0.066
H -0.587 -1.265 0.593 0.125
H -0.328 1.718 -0.333 0.111
H 2.078 0.913 0.964 0.144
H 1.836 1.215 -0.760 0.090
H 1.118 -1.174 -0.701 0.141
O 1.907 -0.813 -0.071 -0.138
```

The largest force on an atom is 4.4 eV/A. For the gap between HOMO and LUMO, the calculation gives 10.3 eV. The SMILES is C/C=C/CO. The LUMO energy comes out at 0.0381 Eh. The value obtained for the molecular weight is 72.11 g mol⁻¹.